[1]
Formula: C28H31ClN3O4
Source: OMol25
Level of theory: wB97M-V/def2-TZVPD

Structure (ORCA input):
```
! wB97M-V def2-TZVPD RIJCOSX def2/J DEFGRID3
* xyz 1 1
O 3.75 -0.81 2.15
C 2.75 -1.20 1.58
N 1.49 -0.81 2.05
C 0.30 -1.06 1.42
O -0.75 -0.55 1.82
C 0.32 -1.97 0.28
C -0.87 -2.36 -0.32
C -0.85 -3.24 -1.40
C 0.34 -3.72 -1.89
C 1.57 -3.34 -1.31
C 2.81 -3.79 -1.80
C 3.98 -3.39 -1.20
C 3.96 -2.53 -0.10
C 2.76 -2.07 0.40
C 1.55 -2.46 -0.20
H 4.88 -2.22 0.38
H 4.93 -3.74 -1.58
H 2.83 -4.46 -2.64
H 0.35 -4.41 -2.73
H -1.78 -3.55 -1.84
H -1.80 -1.98 0.07
C 1.48 -0.09 3.32
H 2.36 -0.42 3.88
H 0.57 -0.36 3.85
C 1.54 1.44 3.14
N 0.24 1.93 2.73
C 0.16 2.83 1.61
H 0.52 3.84 1.84
C -1.32 2.89 1.18
N -2.04 1.75 1.79
H -1.43 0.88 1.71
C -3.35 1.49 1.18
H -3.92 2.42 1.16
H -3.88 0.76 1.79
C -3.23 0.88 -0.23
C -4.09 1.63 -1.27
O -4.03 0.98 -2.52
C -3.11 1.53 -3.45
C -1.67 1.41 -2.99
C -0.97 2.51 -2.52
C 0.29 2.37 -1.97
C 0.86 1.11 -1.90
C 0.21 0.01 -2.42
C -1.06 0.16 -2.96
H -1.58 -0.70 -3.35
H 0.68 -0.96 -2.41
Cl 2.40 0.91 -1.12
H 0.83 3.24 -1.62
H -1.42 3.50 -2.59
H -3.27 0.96 -4.36
H -3.36 2.58 -3.64
H -3.79 2.68 -1.34
H -5.14 1.58 -0.95
O -3.64 -0.46 -0.16
H -3.95 -0.72 -1.04
H -2.18 0.90 -0.56
C -2.11 1.96 3.26
H -2.48 1.04 3.71
H -2.82 2.77 3.47
C -0.69 2.30 3.77
H -0.62 3.37 4.01
H -0.48 1.74 4.67
H -1.41 2.84 0.09
H -1.80 3.81 1.52
H 0.77 2.42 0.80
H 1.87 1.89 4.07
H 2.27 1.67 2.37
*
```

Properties
orbital gap: 7.867 eV
SMILES: O=C1c2cccc3cccc(c23)C(=O)N1CCN1CC[NH+](C[C@@H](O)COCc2ccc(Cl)cc2)CC1
E_tot: -54717.88840 eV
LUMO level: -3.4 eV

These are the Mulliken partial charges, in e, on atoms 1 to 4: -0.640 0.245 0.332 -0.078

[2]
Formula: C28H31CrN7O2S
Source: OMol25
Level of theory: wB97M-V/def2-TZVPD

Structure (ORCA input):
```
! wB97M-V def2-TZVPD RIJCOSX def2/J DEFGRID3
* xyz 1 2
Cr 1.02 0.36 -0.46
C 0.49 1.62 1.21
C 1.91 1.53 1.21
C 2.38 2.14 0.02
C 1.26 2.56 -0.75
C 0.09 2.28 0.00
C -1.28 2.83 -0.27
C 1.33 3.27 -2.06
C 3.79 2.50 -0.33
C 2.73 0.98 2.33
C -0.41 1.27 2.35
H -1.96 2.11 -0.71
H -1.21 3.69 -0.94
H -1.71 3.19 0.67
H 2.09 2.84 -2.72
H 1.59 4.32 -1.91
H 0.38 3.23 -2.58
H 4.02 2.33 -1.38
H 4.52 1.98 0.28
H 3.92 3.57 -0.15
H 3.80 1.01 2.11
H 2.46 -0.06 2.57
H 2.58 1.57 3.24
H -1.28 0.71 2.02
H -0.75 2.18 2.85
H 0.12 0.67 3.09
N 0.06 0.18 -4.62
C -0.42 0.30 -3.38
N 0.59 0.20 -2.53
C 1.67 0.01 -3.34
N 1.39 -0.01 -4.62
C 2.97 -0.21 -2.74
C 4.13 -0.51 -3.45
N 5.26 -0.79 -2.82
C 5.24 -0.77 -1.49
C 4.09 -0.46 -0.78
N 2.95 -0.17 -1.41
H -0.46 0.20 -5.48
H -1.45 0.45 -3.11
H 4.13 -0.53 -4.53
H 6.16 -1.01 -0.97
H 4.09 -0.42 0.30
C -6.43 -1.25 3.67
C -5.43 -1.16 2.56
C -5.07 -2.29 1.83
C -4.12 -2.21 0.82
C -3.53 -1.00 0.53
C -3.89 0.15 1.23
C -4.83 0.06 2.24
S -2.33 -0.89 -0.76
O -2.62 0.32 -1.50
O -2.35 -2.14 -1.49
N -0.88 -0.67 -0.05
C -0.21 -1.81 0.35
C -0.72 -3.03 0.82
C 0.18 -4.02 1.15
C 1.55 -3.81 1.00
C 1.98 -2.58 0.56
N 1.12 -1.60 0.25
H -7.13 -2.07 3.51
H -7.00 -0.33 3.77
H -5.93 -1.43 4.63
H -5.54 -3.24 2.05
H -3.87 -3.09 0.24
H -3.46 1.10 0.97
H -5.13 0.95 2.77
H -1.78 -3.18 0.92
H -0.19 -4.97 1.51
H 2.27 -4.58 1.23
H 3.03 -2.37 0.44
*
```

Properties
orbital gap (alpha / beta): 7.645 / 7.513 eV
E_tot: -83317.91684 eV
LUMO level (alpha / beta): -3.4 / -3.5 eV

These are the Mulliken partial charges, in e, on atoms 1 to 4: -0.495 0.305 1.263 0.945

[3]
Formula: C28H31IIrN6O8S3
Source: OMol25
Level of theory: wB97M-V/def2-TZVPD

Structure (ORCA input):
```
! wB97M-V def2-TZVPD RIJCOSX def2/J DEFGRID3
* xyz 0 2
Ir -0.12 0.42 -0.33
N -2.10 -0.61 -1.11
C -3.18 0.32 -1.43
C -3.01 1.58 -0.60
O -3.92 2.38 -0.50
N -1.81 1.67 0.02
C -1.61 2.81 0.87
C -0.26 3.42 0.54
O 0.02 4.59 0.71
O 0.59 2.54 0.08
H -2.04 -1.35 -1.80
H -2.27 -1.03 -0.19
H -4.17 -0.09 -1.24
H -3.13 0.58 -2.49
H -1.55 2.48 1.91
H -2.41 3.54 0.77
C 4.29 0.98 -2.37
O 3.13 0.84 -1.52
C 3.29 0.16 -0.39
S 4.63 -0.65 0.09
S 1.96 0.29 0.72
H 4.01 1.73 -3.10
H 4.51 0.03 -2.86
H 5.14 1.30 -1.79
I 2.01 -5.09 0.93
C 1.21 -3.77 -0.47
C 0.96 -4.18 -1.77
C 0.47 -3.25 -2.66
C 0.24 -1.96 -2.22
N 0.49 -1.55 -0.97
C 0.97 -2.46 -0.10
H 1.15 -5.20 -2.08
H 0.25 -3.50 -3.69
H -0.17 -1.22 -2.89
H 1.21 -2.11 0.89
C 0.28 -0.63 6.06
N -0.12 -1.12 4.76
N -0.28 -0.27 3.69
C -0.55 -1.01 2.57
O -0.88 -0.51 1.45
C -0.52 -2.36 2.98
C -0.25 -2.38 4.33
C -0.08 -3.54 5.24
C -0.36 1.15 3.89
C 0.71 1.96 3.54
C 0.62 3.33 3.74
C -0.53 3.87 4.29
C -1.59 3.05 4.65
C -1.51 1.68 4.45
H 0.92 0.24 5.94
H 0.84 -1.42 6.56
H -0.58 -0.36 6.67
H -0.72 -3.21 2.35
H -0.38 -4.45 4.73
H -0.68 -3.44 6.14
H 0.97 -3.65 5.53
H 1.61 1.53 3.11
H 1.43 3.97 3.43
H -0.61 4.94 4.43
H -2.49 3.47 5.08
H -2.34 1.03 4.70
N 0.30 1.53 -2.13
C 0.14 1.05 -3.48
C -1.09 1.16 -4.11
C -1.30 0.49 -5.31
C -0.28 -0.26 -5.88
C 0.98 -0.25 -5.31
C 1.20 0.41 -4.11
S -0.57 -1.26 -7.35
O -2.00 -1.45 -7.35
O -0.05 -0.42 -8.42
O 0.22 -2.45 -7.07
H 1.26 1.81 -1.94
H -0.29 2.34 -1.95
H -1.88 1.75 -3.66
H -2.26 0.50 -5.80
H 1.77 -0.82 -5.79
H 2.16 0.35 -3.62
*
```

Properties
orbital gap (alpha / beta): 6.159 / 6.007 eV
E_tot: -98303.18440 eV
energy above the lowest of the compared OMol25 structures with the same formula, charge and spin: 216.8 kJ/mol
LUMO level (alpha / beta): -1.7 / -1.8 eV

These are the Mulliken partial charges, in e, on atoms 1 to 4: 3.857 -0.821 -0.759 0.552